1.
90
Properties=species:S:1:pos:R:3 method="wB97M-V/def2-TZVPD" s2=0.77 multiplicity=2 relative_energy_ev=0.4942 homo_lumo_gap_ev="6.32 / 6.83" total_energy_ha=-3835.1528 charge=+2
V -0.050 -0.932 0.303
C -3.841 -0.509 -2.737
C -3.207 -1.419 -1.724
C -2.892 -2.739 -2.057
C -2.318 -3.601 -1.136
C -2.072 -3.172 0.162
C -2.408 -1.866 0.529
C -2.960 -0.995 -0.422
H -4.852 -0.850 -2.966
H -3.280 -0.515 -3.672
H -3.906 0.513 -2.368
H -3.122 -3.098 -3.054
H -2.095 -4.622 -1.419
H -1.701 -3.865 0.907
H -2.409 -1.585 1.578
H -3.270 -0.002 -0.115
C 0.106 -1.685 -2.800
C 0.904 -2.621 -1.950
C 1.677 -3.616 -2.574
C 2.425 -4.476 -1.822
C 2.385 -4.386 -0.413
C 3.110 -5.249 0.433
C 3.026 -5.108 1.793
C 2.231 -4.099 2.353
C 1.507 -3.243 1.550
S 0.470 -2.013 2.241
C 1.576 -3.372 0.149
N 0.862 -2.489 -0.627
H 0.752 -1.212 -3.538
H -0.384 -0.898 -2.219
H -0.657 -2.243 -3.343
H 1.673 -3.679 -3.654
H 3.048 -5.229 -2.289
H 3.729 -6.019 -0.006
H 3.567 -5.778 2.447
H 2.174 -3.976 3.427
C 0.758 1.533 -5.716
N 2.073 1.437 -5.127
C 3.274 1.242 -5.943
C 4.409 1.410 -4.927
N 3.690 1.280 -3.656
C 2.361 1.453 -3.826
S 1.256 1.618 -2.566
H 0.666 0.809 -6.526
H 0.585 2.532 -6.119
H 0.010 1.330 -4.954
H 3.317 1.970 -6.752
H 3.256 0.241 -6.382
H 4.885 2.389 -5.008
H 5.171 0.641 -5.024
H 4.133 1.521 -2.788
O -0.646 0.359 1.075
Si -0.965 1.521 2.262
C -2.330 2.670 1.729
C -2.918 3.480 2.703
C -3.878 4.415 2.351
C -4.257 4.555 1.022
C -3.678 3.757 0.047
C -2.718 2.820 0.397
C -1.405 0.549 3.808
C -2.746 0.439 4.189
C -3.097 -0.206 5.366
C -2.116 -0.760 6.174
C -0.780 -0.648 5.816
C -0.426 0.002 4.643
C 0.659 2.464 2.436
C 1.276 3.032 1.314
C 2.404 3.828 1.455
C 2.934 4.067 2.715
C 2.326 3.521 3.837
C 1.194 2.730 3.698
H -2.621 3.385 3.741
H -4.329 5.036 3.114
H -5.000 5.291 0.747
H -3.970 3.869 -0.990
H -2.254 2.208 -0.372
H -3.523 0.871 3.569
H -4.138 -0.268 5.655
H -2.390 -1.267 7.089
H -0.009 -1.058 6.456
H 0.622 0.092 4.388
H 0.848 2.885 0.325
H 2.859 4.276 0.581
H 3.810 4.691 2.825
H 2.725 3.719 4.823
H 0.715 2.331 4.583
N 1.813 -0.008 0.209
H 1.928 0.430 -0.725
H 2.618 -0.595 0.407
H 1.815 0.760 0.885

2.
93
Properties=species:S:1:pos:R:3 method="wB97M-V/def2-TZVPD" relative_energy_ev=1.0404 homo_lumo_gap_ev=6.54 total_energy_ha=-2205.9416 charge=0
Sr -0.738 1.430 -0.955
N -0.983 3.637 -4.290
C -1.959 2.543 -4.243
C -2.188 2.127 -2.797
O -2.021 3.040 -1.897
N -2.510 0.921 -2.405
C -2.209 -0.250 -3.217
C -0.710 -0.676 -2.979
O -0.457 -1.875 -3.131
O 0.083 0.285 -2.613
H -1.188 4.266 -3.523
H -1.061 4.153 -5.154
H -1.586 1.705 -4.826
H -2.941 2.816 -4.640
H -2.319 -0.142 -4.300
H -2.806 -1.105 -2.908
C 3.679 0.217 1.256
C 3.647 -0.108 -0.228
C 4.136 0.847 -1.127
C 4.834 2.088 -0.604
C 3.990 0.653 -2.505
C 4.543 1.698 -3.453
C 3.378 -0.512 -2.982
C 3.066 -0.702 -4.451
C 3.045 -1.536 -2.090
C 2.516 -2.845 -2.633
C 3.163 -1.332 -0.710
C 2.792 -2.466 0.227
H 4.673 0.068 1.691
H 2.984 -0.396 1.827
H 3.400 1.259 1.427
H 4.142 2.933 -0.486
H 5.625 2.411 -1.282
H 5.297 1.909 0.365
H 5.633 1.618 -3.517
H 4.318 2.713 -3.117
H 4.156 1.590 -4.463
H 3.890 -1.183 -4.990
H 2.854 0.245 -4.943
H 2.177 -1.321 -4.570
H 1.439 -2.759 -2.826
H 2.668 -3.669 -1.939
H 3.006 -3.111 -3.570
H 3.387 -3.353 0.002
H 1.740 -2.751 0.117
H 2.975 -2.229 1.273
C -3.456 2.643 4.302
C -3.642 1.905 3.143
C -2.753 2.043 2.089
C -1.684 2.920 2.195
C -1.503 3.673 3.347
C -2.387 3.530 4.400
N -0.806 2.990 1.057
N -0.145 4.015 1.003
C 0.725 4.166 -0.136
C 1.229 5.424 -0.362
C 2.034 5.632 -1.478
C 2.317 4.572 -2.310
C 1.798 3.326 -1.986
N 1.030 3.129 -0.919
H -4.147 2.533 5.129
H -4.484 1.230 3.054
H -2.914 1.508 1.160
H -0.664 4.353 3.407
H -2.248 4.113 5.302
H 0.966 6.224 0.319
H 2.437 6.616 -1.683
H 2.928 4.694 -3.193
H 2.014 2.444 -2.584
N -3.917 -4.083 3.068
C -4.039 -5.069 4.030
C -5.144 -5.676 4.626
C -4.879 -6.630 5.589
C -3.560 -6.971 5.940
C -2.475 -6.361 5.343
C -2.724 -5.384 4.379
N -1.832 -4.597 3.658
C -2.576 -3.849 2.899
C -2.063 -2.798 2.001
C -2.836 -2.242 0.992
C -2.323 -1.189 0.256
N -1.109 -0.673 0.481
C -0.348 -1.253 1.417
C -0.776 -2.310 2.191
H -4.667 -3.599 2.613
H -6.159 -5.413 4.352
H -5.704 -7.127 6.085
H -3.398 -7.730 6.696
H -1.458 -6.624 5.608
H -3.822 -2.623 0.755
H -2.897 -0.733 -0.550
H 0.647 -0.839 1.552
H -0.141 -2.756 2.945

3.
88
Properties=species:S:1:pos:R:3 method="wB97M-V/def2-TZVPD" s2=3.84 multiplicity=4 relative_energy_ev=2.2768 homo_lumo_gap_ev="5.37 / 5.35" total_energy_ha=-8066.8460 charge=+1
C 0.011 0.240 1.759
C 0.785 -0.944 1.508
C 2.066 -0.541 1.011
H 0.481 -1.972 1.707
C 2.090 0.888 0.949
C 0.824 1.372 1.415
H 0.552 2.422 1.523
H -1.005 0.278 2.141
H 2.917 -1.197 0.838
H 2.945 1.497 0.668
Cr 0.430 0.173 -0.358
Si 5.412 -2.517 -3.562
C 5.171 -3.683 -5.044
C 5.015 -3.175 -6.347
H 5.099 -2.098 -6.524
C 4.698 -4.030 -7.410
H 4.578 -3.620 -8.417
C 4.553 -5.401 -7.175
H 4.331 -6.072 -8.004
C 4.701 -5.917 -5.882
H 4.587 -6.990 -5.699
C 5.010 -5.061 -4.820
H 5.098 -5.446 -3.802
C 6.700 -1.302 -4.186
C 7.986 -1.801 -4.453
H 8.203 -2.861 -4.293
C 8.973 -0.948 -4.959
H 9.960 -1.344 -5.185
C 8.691 0.402 -5.188
H 9.463 1.074 -5.552
C 7.404 0.892 -4.960
H 7.153 1.935 -5.145
C 6.404 0.029 -4.509
H 5.380 0.397 -4.417
H 5.865 -3.331 -2.426
Si 3.022 -1.522 -3.996
C 3.899 -0.651 -2.482
C 4.505 -1.331 -1.378
H 4.330 -2.395 -1.175
C 5.306 -0.627 -0.474
H 5.822 -1.185 0.308
C 5.430 0.752 -0.571
H 6.080 1.289 0.122
C 4.696 1.454 -1.535
H 4.722 2.538 -1.570
C 3.915 0.762 -2.458
H 3.306 1.320 -3.173
C 2.165 -3.041 -3.325
C 2.014 -3.309 -1.955
H 2.299 -2.566 -1.204
C 1.499 -4.538 -1.550
H 1.395 -4.742 -0.486
C 1.112 -5.481 -2.500
H 0.739 -6.453 -2.180
C 1.203 -5.188 -3.863
H 0.873 -5.900 -4.614
C 1.703 -3.961 -4.283
H 1.761 -3.707 -5.345
H 2.059 -0.884 -4.890
Cl 0.887 -0.108 -2.674
C -2.149 -2.555 0.207
As -1.545 -1.168 -1.005
C -1.746 -2.028 -2.756
C -2.987 0.182 -0.909
C -4.296 -0.199 -0.605
C -5.277 0.794 -0.415
C -4.958 2.140 -0.544
C -3.647 2.535 -0.871
C -2.668 1.558 -1.044
As -0.809 2.083 -1.422
C -0.960 2.395 -3.359
C -0.662 3.902 -0.770
H -1.377 -3.338 0.202
H -3.100 -2.932 -0.171
H -2.248 -2.116 1.197
H -2.689 -2.585 -2.737
H -1.776 -1.252 -3.534
H -0.899 -2.702 -2.926
H -4.546 -1.255 -0.507
H -6.292 0.493 -0.162
H -5.715 2.910 -0.394
H -3.389 3.590 -0.985
H -1.502 3.340 -3.500
H 0.055 2.475 -3.776
H -1.500 1.574 -3.832
H -1.305 4.537 -1.390
H -0.965 3.914 0.283
H 0.392 4.188 -0.874